(P)
9
Properties=species:S:1:pos:R:3 method="wB97M-V/def2-TZVPD" spin_multiplicity=1 total_charge=0
C -1.147 0.898 -0.014
C 1.412 -0.333 0.071
N 0.145 -0.775 -0.173
S -2.752 0.390 -0.317
Cl -0.694 2.526 -0.046
Cl -2.642 -1.551 0.269
H 1.803 0.294 -0.755
H 2.097 -1.338 -0.188
H 1.778 -0.112 1.153

(Q)
9
Properties=species:S:1:pos:R:3 method="wB97M-V/def2-TZVPD" spin_multiplicity=1 total_charge=0
C 1.242 -0.187 -0.088
N -0.042 -0.548 0.235
C -0.907 0.514 0.225
Cl -0.359 2.126 0.104
S -2.583 0.152 0.048
Cl -2.392 -1.841 0.038
H 1.405 0.223 -1.108
H 1.906 -1.077 -0.096
H 1.730 0.638 0.641

Quick look at relative energies in eV: (P) 5.073; (Q) 0.000.

(P)
54
Properties=species:S:1:pos:R:3 method="wB97M-V/def2-TZVPD" spin_multiplicity=1 total_charge=+1
Pb 0.087 -0.637 0.524
O 4.889 1.837 -1.751
C 3.718 2.437 -2.224
C 2.532 1.670 -1.562
C 1.236 2.335 -2.010
O 0.930 2.164 -3.376
C 2.741 1.814 -0.046
Se 1.227 1.700 1.279
C 2.650 0.195 -1.985
Se 1.124 -1.089 -1.918
H 5.685 2.176 -2.218
H 3.621 2.390 -3.326
H 3.666 3.507 -1.946
H 1.294 3.398 -1.697
H 0.422 1.886 -1.434
H 1.135 3.012 -3.841
H 2.998 2.846 0.186
H 3.555 1.167 0.292
H 3.518 -0.260 -1.490
H 2.838 0.170 -3.060
C 3.405 -3.225 2.664
C 2.658 -4.082 3.447
C 1.271 -3.991 3.458
C 0.639 -3.046 2.627
N 1.393 -2.253 1.838
C 2.725 -2.318 1.865
C -0.843 -2.872 2.547
C -1.723 -3.704 3.288
C -3.091 -3.526 3.223
C -3.600 -2.549 2.387
C -2.758 -1.723 1.647
C -1.387 -1.889 1.716
H 4.479 -3.248 2.663
H 3.166 -4.821 4.052
H 0.663 -4.683 4.030
H 3.268 -1.647 1.229
H -1.297 -4.485 3.907
H -3.737 -4.189 3.771
H -4.665 -2.414 2.273
H -3.191 -0.967 1.015
F -4.153 4.538 -2.581
C -4.685 3.280 -2.462
F -5.832 3.358 -1.695
F -5.016 2.846 -3.706
C -3.725 2.338 -1.810
C -3.248 2.612 -0.522
C -2.324 1.782 0.072
N -1.896 0.677 -0.527
C -2.280 0.411 -1.779
C -3.226 1.164 -2.433
H -3.633 3.465 0.004
H -1.910 1.976 1.058
H -1.776 -0.436 -2.235
H -3.535 0.904 -3.428

(Q)
54
Properties=species:S:1:pos:R:3 method="wB97M-V/def2-TZVPD" spin_multiplicity=1 total_charge=+1
Pb -9.856 -14.154 6.183
O -9.281 -18.251 10.921
C -10.473 -18.730 10.302
C -10.795 -17.809 9.062
C -12.098 -18.448 8.545
O -13.297 -18.168 9.330
C -9.675 -18.064 8.065
Se -9.875 -17.132 6.251
C -10.854 -16.326 9.467
Se -11.713 -14.983 8.252
H -9.082 -18.803 11.700
H -11.309 -18.551 11.022
H -10.367 -19.819 10.043
H -11.954 -19.525 8.656
H -12.249 -18.176 7.488
H -13.562 -17.238 9.163
H -9.654 -19.117 7.835
H -8.706 -17.631 8.383
H -9.842 -15.923 9.697
H -11.455 -16.141 10.379
C -11.190 -9.500 6.294
C -10.142 -8.856 5.644
C -9.012 -9.606 5.281
C -8.967 -10.967 5.627
N -10.079 -11.581 6.129
C -11.115 -10.845 6.584
C -7.763 -11.818 5.430
C -6.558 -11.185 4.999
C -5.449 -11.989 4.745
C -5.523 -13.351 5.075
C -6.682 -13.967 5.490
C -7.801 -13.181 5.612
H -12.037 -8.948 6.641
H -10.211 -7.778 5.477
H -8.194 -9.125 4.707
H -11.880 -11.370 7.159
H -6.385 -10.098 4.949
H -4.558 -11.600 4.197
H -4.656 -13.985 5.047
H -6.755 -15.034 5.684
F -13.147 -16.206 -0.370
C -13.450 -15.009 0.228
F -13.232 -14.045 -0.728
F -14.839 -15.043 0.426
C -12.683 -14.742 1.550
C -11.282 -14.636 1.615
C -10.624 -14.503 2.816
N -11.357 -14.417 3.927
C -12.686 -14.539 3.953
C -13.379 -14.703 2.766
H -10.619 -14.600 0.724
H -9.560 -14.353 2.846
H -13.148 -14.524 4.941
H -14.466 -14.728 2.755

Quick look at relative energies in eV: (P) 0.000; (Q) 3.003.

(P)
55
Properties=species:S:1:pos:R:3 method="wB97M-V/def2-TZVPD" spin_multiplicity=1 total_charge=+1
O 3.033 1.164 -1.744
H 0.637 1.854 -3.738
H 2.181 0.769 -2.081
O -4.671 -3.165 -1.086
H -1.619 2.839 4.965
O -2.141 -2.750 -2.773
H -2.201 -2.993 -3.708
H 2.905 -3.522 -0.280
O 2.698 3.021 2.178
H -4.655 -3.388 -0.111
H 2.310 2.962 3.053
O 3.714 1.018 0.704
H 3.297 1.696 1.292
H 3.274 0.877 -0.737
O -1.087 2.474 4.265
H -1.362 2.346 3.360
H 2.476 -3.956 -1.775
O 2.608 0.427 4.409
H -4.615 -0.407 1.376
H 1.827 -1.618 1.749
O -0.125 -2.910 -0.783
H 0.759 -3.175 -0.363
H -0.254 -3.655 -1.377
O -0.459 -0.396 -1.847
H -0.094 -1.272 -1.981
H -3.812 -0.085 -3.690
O 2.331 -3.342 -1.044
H 3.224 0.345 5.148
H 2.390 3.818 1.750
O 0.776 1.841 0.088
H -0.181 1.884 0.344
H 0.824 2.804 0.001
O 2.921 4.090 -1.754
H 3.694 4.327 -1.229
H 3.021 4.532 -2.605
O 1.103 1.012 -3.793
H -0.883 -0.498 -0.995
H 0.367 0.560 -4.239
O -2.680 2.137 2.121
H -2.273 1.280 1.953
H -3.514 2.177 1.638
O 0.126 -2.794 1.860
H -0.065 -2.847 0.910
H -0.763 -2.717 2.233
O -4.617 -0.300 -4.169
H 2.911 2.153 -1.858
H 3.487 0.272 1.339
O 2.601 -1.091 1.958
H -3.043 -2.809 -2.428
H 2.659 -1.008 2.917
O -5.271 -0.749 0.765
H -5.522 -2.698 -1.023
H -4.739 -1.263 0.136
H 1.675 0.300 4.592
H -5.183 0.429 -3.894

(Q)
55
Properties=species:S:1:pos:R:3 method="wB97M-V/def2-TZVPD" spin_multiplicity=1 total_charge=+1
O -0.534 0.716 -0.774
H -0.731 1.703 -1.098
H -0.383 0.151 -1.930
O 0.422 -1.180 0.968
H 0.227 0.433 -0.255
O -0.372 -0.551 -2.896
H 0.597 -0.472 -3.130
H -0.145 -1.318 -2.319
O -3.209 0.947 -2.385
H -3.896 1.591 -2.489
H -2.586 1.011 -3.156
O 0.152 -1.567 -5.442
H 0.685 -0.881 -5.901
H 1.020 -2.056 -5.273
O 1.677 1.267 1.168
H 2.336 1.364 1.847
H 0.963 0.848 1.664
O 1.496 1.497 -3.566
H 1.532 1.851 -4.454
H 1.620 2.243 -2.975
O 1.176 2.667 -0.695
H 1.880 2.502 -0.009
H 1.187 1.864 -1.203
O -5.074 -0.690 0.292
H -4.860 -0.902 1.188
H -5.875 -1.277 0.197
O 2.373 -0.732 -2.138
H 3.011 -1.108 -2.726
H 2.659 -0.288 -1.354
O -1.223 1.289 5.256
H -1.995 1.697 4.895
H -1.384 0.470 5.721
O -1.586 2.755 -1.636
H -0.844 3.397 -1.620
H -2.175 3.181 -0.974
O -2.442 -1.165 0.471
H -3.395 -1.099 0.086
H -2.115 -0.611 -0.300
O 3.542 0.031 4.108
H 4.394 0.386 4.323
H 3.751 -0.473 3.311
O 2.357 -2.286 4.614
H 1.701 -2.131 3.961
H 3.150 -1.816 4.388
O 0.271 0.034 3.712
H -0.360 0.101 4.468
H 1.107 0.457 3.798
O -3.697 -1.805 -2.801
H -4.472 -2.336 -3.073
H -4.083 -1.370 -1.978
O 4.083 -1.381 2.018
H 4.411 -2.280 2.146
H 3.497 -1.551 1.295
H -0.410 -1.034 1.433
H 0.568 -2.093 1.223

Quick look at relative energies in eV: (P) 0.000; (Q) 2.045.

(P)
55
Properties=species:S:1:pos:R:3 method="wB97M-V/def2-TZVPD" spin_multiplicity=1 smiles="Cc1nc2ccccc2c2oc(C(=O)N3CCC(N4CCCCC4)CC3)cc12" total_charge=0
C -1.058 4.526 0.452
C 0.406 4.399 0.186
N 1.178 5.406 0.470
C 2.515 5.349 0.245
C 3.291 6.474 0.574
C 4.646 6.470 0.366
C 5.284 5.348 -0.178
C 4.561 4.232 -0.511
C 3.174 4.213 -0.305
C 2.317 3.133 -0.603
O 2.644 1.933 -1.118
C 1.493 1.220 -1.207
C 1.538 -0.121 -1.872
O 1.769 -0.214 -3.062
N 1.289 -1.185 -1.080
C 1.016 -1.142 0.336
C -0.417 -1.599 0.609
C -0.622 -3.016 0.040
N -1.922 -3.613 0.284
C -3.073 -2.820 -0.104
C -4.308 -3.716 -0.161
C -4.558 -4.341 1.207
C -3.300 -5.078 1.651
C -2.102 -4.131 1.626
C -0.290 -2.999 -1.457
C 1.139 -2.501 -1.667
C 0.423 1.943 -0.768
C 0.943 3.205 -0.363
H -1.617 4.400 -0.474
H -1.268 5.505 0.871
H -1.382 3.755 1.150
H 2.787 7.332 0.990
H 5.234 7.339 0.621
H 6.352 5.368 -0.335
H 5.036 3.359 -0.933
H 1.181 -0.132 0.713
H 1.716 -1.820 0.841
H -0.603 -1.591 1.684
H -1.111 -0.906 0.131
H 0.107 -3.679 0.526
H -2.895 -2.386 -1.088
H -3.263 -1.998 0.610
H -4.136 -4.504 -0.895
H -5.172 -3.129 -0.478
H -5.405 -5.027 1.164
H -4.796 -3.556 1.929
H -3.104 -5.906 0.968
H -3.425 -5.482 2.658
H -1.200 -4.675 1.917
H -2.267 -3.323 2.363
H -0.401 -4.003 -1.866
H -0.971 -2.335 -1.991
H 1.374 -2.416 -2.729
H 1.853 -3.185 -1.194
H -0.599 1.623 -0.744

(Q)
55
Properties=species:S:1:pos:R:3 method="wB97M-V/def2-TZVPD" spin_multiplicity=1 total_charge=0
C 0.716 0.006 4.271
C 1.752 -0.200 3.169
N 2.189 0.950 2.609
C 3.160 1.029 1.668
C 3.462 2.452 1.209
O 3.797 0.099 1.152
O 2.071 -1.366 2.881
H 0.500 1.063 4.443
H -0.217 -0.506 3.999
H 1.077 -0.440 5.206
H 2.863 3.197 1.737
H 4.523 2.682 1.362
H 3.262 2.538 0.135
C 1.512 0.176 -6.227
N 2.088 -0.522 -5.111
C 3.526 -0.687 -5.020
C 3.745 -1.271 -3.610
C 2.386 -1.305 -2.997
C 1.444 -0.899 -3.977
C 0.066 -0.915 -3.717
C -0.365 -1.324 -2.469
C 0.564 -1.556 -1.399
C 0.212 -1.768 -0.050
C -1.057 -1.678 0.564
C -1.223 -2.322 1.836
C -2.454 -2.347 2.448
C -3.561 -1.723 1.821
N -4.661 -1.832 2.606
C -5.966 -1.304 2.322
C -4.385 -2.485 3.869
C -2.899 -2.882 3.767
C -3.431 -1.051 0.595
C -2.177 -0.976 0.015
C 1.963 -1.579 -1.721
H 0.431 0.249 -6.092
H 1.940 1.187 -6.311
H 1.734 -0.358 -7.160
H 3.882 -1.372 -5.802
H 4.036 0.278 -5.155
H 4.178 -2.273 -3.710
H 4.442 -0.648 -3.044
H -0.627 -0.631 -4.506
H -1.426 -1.475 -2.302
H 1.032 -2.061 0.609
H -0.369 -2.803 2.313
H -6.034 -1.048 1.262
H -6.723 -2.058 2.574
H -6.175 -0.406 2.922
H -4.559 -1.787 4.702
H -5.042 -3.354 4.012
H -2.809 -3.972 3.828
H -2.344 -2.445 4.604
H -4.308 -0.603 0.139
H -2.035 -0.347 -0.857
H 2.693 -1.778 -0.934

Quick look at relative energies in eV: (P) 0.000; (Q) 2.708.

(P)
17
Properties=species:S:1:pos:R:3 method="wB97M-V/def2-TZVPD" spin_multiplicity=2 s_squared=0.75 total_charge=-1
C -3.770 0.448 -1.419
C -2.236 0.904 -1.597
S -1.362 0.840 -0.002
H -4.001 0.480 -0.346
H -4.413 1.256 -1.855
H -3.921 -0.574 -1.764
H -2.143 1.980 -1.958
H -1.572 0.520 -2.515
H -2.209 -0.097 0.494
N 2.586 -1.031 0.647
C 3.685 -0.721 1.572
O 3.333 0.197 2.610
H 2.365 -1.971 0.720
H 2.808 -0.838 -0.413
H 4.498 -0.061 1.166
H 4.011 -1.573 1.946
H 2.342 0.240 2.714

(Q)
17
Properties=species:S:1:pos:R:3 method="wB97M-V/def2-TZVPD" spin_multiplicity=2 s_squared=0.75 total_charge=-1
C 0.091 0.064 -1.855
C 0.608 0.184 -0.432
C 0.050 1.378 0.294
S 0.320 1.410 2.063
N 0.345 -1.042 0.306
H 0.834 0.442 -2.564
H -0.131 -0.945 -2.153
H -0.770 0.710 -2.034
H 1.685 0.338 -0.501
H -1.049 1.384 0.213
H 0.367 2.280 -0.213
H 1.665 1.194 2.093
H 0.878 -1.065 1.182
H 0.759 -1.851 -0.169
H -2.274 -2.150 1.129
H -1.272 -1.043 1.094
O -2.108 -1.287 1.549

Quick look at relative energies in eV: (P) 2.172; (Q) 0.000.

(P)
20
Properties=species:S:1:pos:R:3 method="wB97M-V/def2-TZVPD" spin_multiplicity=2 s_squared=0.75 total_charge=-1
C -1.398 1.172 -0.009
C 0.058 1.393 -0.470
C 0.468 0.667 -1.751
S 2.180 0.611 -2.186
C -1.695 -0.332 0.064
N -0.546 -1.054 0.733
H -2.162 1.595 -0.815
H -1.613 1.837 0.904
H 0.524 1.118 0.481
H 0.292 2.523 -0.517
H -0.406 0.926 -2.441
H 0.317 -0.432 -1.468
H 2.478 1.964 -2.191
H -1.764 -0.772 -0.985
H -2.562 -0.677 0.695
H 0.081 -1.595 0.128
H -1.069 -1.917 0.999
H 1.565 -1.955 3.006
H 2.746 -2.974 2.743
O 2.505 -2.099 3.080

(Q)
20
Properties=species:S:1:pos:R:3 method="wB97M-V/def2-TZVPD" spin_multiplicity=2 s_squared=0.75 total_charge=-1
C -0.710 -1.827 0.546
C -1.067 -1.091 -0.824
C -0.939 0.414 -0.648
S -0.587 1.282 -2.094
C 1.185 1.915 -1.930
N 0.449 -1.450 1.323
H -0.759 -2.970 0.477
H -1.578 -1.745 1.197
H -2.171 -1.202 -0.998
H -0.362 -1.563 -1.496
H -0.125 0.642 0.015
H -1.879 0.683 0.000
H 1.530 2.148 -2.981
H 1.118 2.880 -1.396
H 1.579 1.081 -1.414
H 1.300 -1.618 0.832
H 0.592 -2.017 2.181
H 1.747 0.219 5.236
H 1.082 -1.008 4.451
O 1.670 -0.294 4.410

Quick look at relative energies in eV: (P) 0.000; (Q) 0.234.

(P)
22
Properties=species:S:1:pos:R:3 method="wB97M-V/def2-TZVPD" spin_multiplicity=1 total_charge=0
C 3.380 -1.464 0.439
C 1.278 -0.605 -0.325
C -0.127 -1.049 -0.276
C -1.159 -0.084 -0.170
C -0.908 1.282 -0.045
C 0.336 1.717 -0.014
C 1.408 0.873 -0.320
C -2.557 -0.724 -0.049
C -3.717 0.240 0.162
H 4.209 -1.020 0.201
H 2.716 -1.254 1.603
H 3.666 -2.848 0.324
H -0.444 -1.987 -0.266
H -2.074 1.937 0.351
H 0.785 3.053 -0.090
H 2.871 2.114 -0.144
H -4.686 -0.250 -0.047
H -3.509 1.149 0.797
H -3.600 1.074 -1.007
O 2.126 -1.526 -0.488
O 2.793 1.211 -0.342
O -2.785 -1.842 -0.295

(Q)
22
Properties=species:S:1:pos:R:3 method="wB97M-V/def2-TZVPD" spin_multiplicity=1 total_charge=0
C 3.598 0.125 -0.025
C 2.606 1.075 0.306
C 2.905 -0.956 -0.497
C 1.359 0.560 -0.072
C -1.703 -0.551 1.510
C 0.052 1.090 0.233
C -2.658 0.798 -0.332
C -1.188 -1.198 -0.848
C -1.523 -0.022 0.130
O -1.322 -1.642 1.891
O -0.215 2.205 0.468
O 1.617 -0.688 -0.555
H 4.704 0.204 0.205
H 2.865 1.967 0.911
H 3.327 -1.764 -1.026
H -2.177 0.261 2.113
H -2.194 1.798 -0.398
H -3.008 0.369 -1.228
H -3.513 0.780 0.383
H -0.817 -0.735 -1.701
H -2.131 -1.648 -1.057
H -0.584 -2.028 -0.410

Quick look at relative energies in eV: (P) 5.212; (Q) 0.000.

(P)
6
Properties=species:S:1:pos:R:3 method="wB97M-V/def2-TZVPD" spin_multiplicity=1 total_charge=0
N 0.354 -0.729 -0.028
N -1.304 0.819 0.118
I -3.068 -0.087 0.015
H 0.813 -0.220 -0.761
H 0.630 -0.400 0.882
H -1.243 1.191 -0.828

(Q)
6
Properties=species:S:1:pos:R:3 method="wB97M-V/def2-TZVPD" spin_multiplicity=1 total_charge=0
N 1.250 0.507 1.411
N -0.749 -0.444 -1.007
I -2.624 -0.187 -1.231
H 0.583 0.323 0.615
H 1.843 1.123 0.984
H -0.303 -1.322 -0.772

Quick look at relative energies in eV: (P) 0.000; (Q) 0.351.